ORCA calculation (the ωB97M-V functional and the def2-TZVPD basis) on a structure of composition C34H32As2F9N8O2V.

Its expectation value of S² is 3.760. The spin multiplicity is 4. As for the net charge: +1. The relative energy (zero: lowest compared OMol25 entry of this formula, charge and spin) comes out at 0.0 kcal per mole. The lowest unoccupied orbital energy (spin up / spin down) comes out at -2.16 / -2.18 eV. The total energy is -8217.63044 a.u.

The geometry in XYZ format:
```
88
Properties=species:S:1:pos:R:3:mulliken_spin:R:1
H -4.8036 0.8554 -1.1129 0.000
C 1.8468 4.8988 -0.5490 0.000
H 3.4311 3.6417 -1.2775 0.000
H 2.3928 4.2863 -2.5470 0.000
H 1.8474 -7.6619 -2.4243 0.000
C 0.5781 4.7859 -0.0080 -0.001
H -3.1264 2.5838 0.3482 0.000
C -6.3326 2.9681 2.4461 0.000
C -4.0316 2.6798 0.9348 0.000
C 2.5268 -3.9312 -1.6678 0.034
H -5.4368 4.7787 3.1858 0.000
C 0.5349 -3.1344 3.7066 0.001
C 2.0397 -6.6183 -2.2149 0.000
H 4.5879 -4.5262 -1.4852 0.000
C -5.0295 1.7205 0.8517 0.000
F 1.1477 -0.0273 1.7478 0.026
C 2.1774 6.9509 0.6700 0.000
C 0.9106 6.8386 1.2197 0.000
V 0.5458 -1.2423 -0.1725 2.794
C -0.8260 -3.0631 -3.6733 0.006
C -6.1806 1.8659 1.6115 0.000
H 3.6205 -1.9658 -3.6976 -0.001
C -4.8516 0.5406 -0.0690 -0.001
H 3.6416 6.0781 -0.6241 0.000
H -1.8892 -2.1353 1.9409 0.002
C 0.1130 5.7533 0.8793 0.000
C 2.6465 5.9852 -0.2058 0.000
F 2.9244 -3.6629 1.8010 0.000
H -2.2079 0.6457 -1.1439 -0.003
N 0.7868 0.6960 -1.1711 -0.081
H -0.9887 -4.0837 -4.0164 -0.001
H -0.0656 3.9568 -0.2709 0.001
C 1.1629 -2.2561 2.5827 -0.032
N -3.6165 -0.1845 0.2100 0.003
F -0.2316 -0.4623 3.3547 0.000
N -3.0696 5.8586 2.5362 0.000
H 4.8779 -2.5580 0.1054 -0.001
N -3.5543 -1.0710 1.2274 0.000
C -4.1769 3.7727 1.7744 0.000
C 0.9938 -0.7418 2.9268 0.020
H 5.3047 -2.3875 -1.6196 -0.001
H 4.1510 -6.8899 -1.9606 0.000
H -7.2319 3.0750 3.0367 0.000
H -0.0716 -2.5897 -4.2985 -0.001
N -1.8192 6.4331 2.2741 0.000
C -3.1090 4.7671 1.8633 0.000
C 2.4008 3.8934 -1.5312 -0.002
C 4.6991 -1.9928 -0.8050 0.015
O 0.5391 -2.4525 1.4168 0.003
F -0.7993 -3.1294 3.6183 -0.001
H -1.8816 -5.0188 -1.5520 -0.002
H -1.3280 -4.3889 0.0235 0.002
C 3.5743 -4.8462 -1.6883 -0.004
C 1.2248 -4.3712 -1.9111 -0.001
H 2.8050 7.7919 0.9306 0.000
H -1.7582 -2.5035 -3.7462 -0.001
H 1.9799 -1.2949 -3.5636 -0.013
H -5.6661 -0.1719 0.0396 0.000
H 0.5318 7.5788 1.9106 0.000
C -1.6525 -4.1211 -0.9808 0.011
H 4.9695 -0.9515 -0.6335 0.001
H -0.0153 -6.0648 -2.3887 0.000
C 2.6908 -2.5580 2.5103 0.004
N 1.6436 2.6476 -1.5976 0.001
C 1.5831 1.6581 -0.7153 0.084
O -1.9710 4.5466 1.1506 0.000
As -0.2398 -3.1006 -1.8256 0.016
F 0.9400 -4.3995 3.5879 0.000
H 3.3708 -0.3245 -3.0559 0.002
C -1.2220 5.6344 1.4665 0.000
N 0.8686 2.3621 -2.6669 -0.001
N -1.5312 -0.7901 0.3087 -0.075
F 3.2660 -2.6896 3.7041 0.001
C 0.3795 1.1844 -2.3753 0.051
As 2.8235 -2.0457 -1.2864 0.004
C -2.2943 -1.4171 1.2525 0.044
F 1.8690 -0.2397 3.7873 0.002
H -2.5439 -3.4981 -0.9140 0.002
C 3.3306 -6.1847 -1.9564 0.000
F 3.3258 -1.5464 1.8715 0.007
F 0.8633 -2.6947 4.9269 0.000
H 2.1123 1.6591 0.2249 0.012
C 0.9908 -5.7124 -2.1938 -0.005
H -6.9603 1.1165 1.5610 0.000
C -5.3353 3.9218 2.5345 0.000
H -0.2758 0.6483 -3.0428 -0.007
C -2.4115 -0.0223 -0.3226 0.067
C 2.9646 -1.3357 -3.0987 0.018
```

---

ORCA calculation (the ωB97M-V functional and the def2-TZVPD basis) on a structure of composition C27H36N4O2ReS3 in a non-equilibrium geometry.

Its expectation value of S² is 3.783. The spin multiplicity is 4. As for the net charge: +4. The relative energy (zero: lowest compared OMol25 entry of this formula, charge and spin) comes out at 31.3 kcal per mole. The lowest unoccupied orbital energy (spin up / spin down) comes out at -12.02 / -14.46 eV. The total energy is -2691.28204 a.u.

The geometry in XYZ format:
```
73
Properties=species:S:1:pos:R:3:mulliken_spin:R:1
C -5.9669 -2.3063 -0.4768 -0.041
C -2.2390 -1.7594 -0.9398 -0.027
C -0.1255 3.4240 1.5044 0.007
N -6.6470 -3.1506 0.2908 -0.001
H 3.1661 2.2377 -3.0969 0.000
C 4.5103 2.8595 -0.0518 0.001
S -6.6377 -1.0619 -1.2963 0.963
C 3.8264 -3.8883 -1.7481 -0.001
H 1.9721 -4.8918 -2.1459 0.000
C -4.5239 -2.0959 -0.2092 -0.037
C 3.3854 2.1769 -2.0205 0.001
H 2.8298 -0.0466 0.4178 -0.016
H 5.0437 3.6486 0.4514 0.000
H -1.0708 4.2119 -1.0006 0.000
H 4.5203 3.9257 -1.8779 0.000
H -0.8693 4.1530 1.2627 -0.002
C -4.1359 -1.6411 1.0492 0.022
C 1.5801 -1.2742 1.9572 0.011
H -2.7448 3.2246 -0.0760 -0.002
H 1.4256 -3.3623 1.8766 -0.001
C -0.5849 3.3178 -1.4250 -0.004
H 4.4196 -0.6090 -1.7167 0.001
C -2.9348 2.1532 0.0936 0.022
N -2.0137 1.4548 -0.8254 -0.008
Re -0.5288 0.4382 0.2556 1.837
C 3.9111 -1.5021 -1.7715 -0.001
H 1.2419 -2.6292 0.2187 0.003
C -2.8277 -1.2288 1.2848 -0.038
C 2.9205 1.0224 -1.3858 0.003
H -1.1416 2.9164 3.3673 -0.002
H -2.4202 2.7862 -2.3880 0.000
C 2.3823 -1.0142 3.1371 0.002
H 2.9969 -1.8674 3.4169 0.000
C -0.5925 2.3998 2.5481 0.012
H -2.5170 0.6908 -1.1811 0.006
H -6.1852 -3.9973 0.6798 -0.002
H 0.0511 3.6343 -2.2227 0.000
H 1.6827 -0.7071 3.8663 0.000
H -1.5571 -1.6323 -1.7470 -0.003
H 4.4117 1.4223 1.6220 0.000
H 0.2324 1.8641 3.0349 -0.002
C -3.5422 -2.1789 -1.1959 0.037
C 2.5007 -3.9492 -2.0786 -0.001
H 0.7208 3.9612 1.9337 -0.002
H -7.6323 -3.1398 0.2364 0.002
C 1.7665 -2.5532 1.1741 -0.001
C 1.8114 -2.7369 -2.2827 -0.002
H -3.5347 0.8666 1.7557 -0.004
H -2.4801 -0.8861 2.2715 0.002
H 2.8071 -2.7783 0.9649 0.000
H 5.5769 -2.7764 -1.2790 0.000
O 0.3888 -0.0458 -1.4282 0.114
C -2.8229 1.7370 1.5104 -0.014
C 4.1449 3.0808 -1.3399 -0.001
S 0.4954 2.6362 -0.0694 -0.014
H -3.2409 2.5304 2.1552 0.000
H -3.8208 -2.5990 -2.1709 -0.001
C 3.2307 0.8335 -0.0562 0.016
H 3.0138 -0.1103 2.9811 -0.001
H 0.7805 -2.6813 -2.5580 0.005
H -3.9532 1.9794 -0.2212 0.003
C 4.5530 -2.7076 -1.5768 0.001
N -1.9474 -1.1495 0.2267 0.073
H 4.3968 -4.8022 -1.5628 0.000
O 0.6243 -0.4951 1.6519 0.021
C -1.5761 2.2946 -1.9193 0.017
N -1.4826 1.3446 1.9980 0.015
S 1.7375 0.0862 -2.2690 0.012
C 2.5544 -1.5519 -2.0993 0.003
H -1.0754 1.7488 -2.6789 0.000
C 4.1189 1.6804 0.5634 0.002
H -4.8134 -1.6215 1.8739 -0.002
H -1.5465 0.6868 2.7572 0.012
```

---

ORCA calculation (the ωB97M-V functional and the def2-TZVPD basis) on a structure of composition C48H43Cl2N4O3RuS2 in a non-equilibrium geometry.

Its expectation value of S² is 8.845. The spin multiplicity is 6. As for the net charge: +2. The relative energy (zero: lowest compared OMol25 entry of this formula, charge and spin) comes out at 110.0 kcal per mole. The lowest unoccupied orbital energy (spin up / spin down) comes out at -6.17 / -7.86 eV. The total energy is -4110.47894 a.u.

The geometry in XYZ format:
```
103
Properties=species:S:1:pos:R:3:mulliken_spin:R:1
C 11.9775 17.7198 14.5701 0.009
C 16.1871 14.7117 17.7016 0.066
H 11.5632 17.0240 23.2850 0.000
N 11.4027 9.8523 14.7788 -0.031
C 12.4829 17.4988 22.8945 0.000
C 16.4478 13.9965 8.3053 0.000
S 13.4167 14.5753 17.6824 -0.020
C 13.2930 16.8351 19.2290 0.000
C 9.3256 9.0453 15.6838 -0.003
H 15.7616 13.4471 7.6100 0.000
H 13.2455 17.3805 23.6592 0.000
C 12.9659 17.5278 20.4054 0.003
Cl 7.0747 8.1071 16.8981 0.067
C 14.7775 13.8848 12.1901 0.045
H 12.2512 18.5604 22.7858 0.000
C 13.3162 17.4413 15.0189 0.006
H 19.6466 15.7990 15.8544 0.001
H 17.6353 16.8870 12.1142 0.008
C 13.6055 19.7687 15.6005 0.006
N 16.0586 9.9283 16.1539 0.008
C 13.1489 14.7009 20.4216 0.002
H 14.2470 11.3251 16.3446 -0.012
C 11.6616 8.6155 14.3298 0.044
H 11.1637 14.6903 13.3001 -0.001
C 12.8681 16.8162 21.6207 0.000
O 13.6557 13.1263 18.0833 0.013
H 11.0258 6.5541 14.1181 0.001
N 14.1632 11.0594 15.3376 0.007
C 9.9853 11.4983 15.8297 0.164
H 17.3506 8.3114 16.7482 0.000
H 14.8984 10.6604 12.1203 0.000
O 10.8539 12.4041 15.4133 0.320
H 16.5815 15.0565 8.0083 0.000
C 16.3393 16.3317 13.7409 0.281
H 16.2322 12.3706 12.6643 0.001
C 11.2484 16.7606 13.8257 0.003
H 16.2460 8.5223 12.5354 0.000
C 13.0463 15.1465 14.2214 0.013
H 12.6124 8.4072 13.8201 0.005
C 14.9250 14.9623 10.0913 0.002
C 15.0343 15.1006 17.0518 0.152
C 17.3933 15.1423 17.1676 0.334
C 13.3143 15.4471 19.2738 0.020
C 9.5884 7.7647 15.2310 0.071
H 17.0727 10.6843 17.7947 0.000
C 18.7340 15.9726 15.2609 0.442
H 16.1899 13.9849 18.5099 0.013
H 14.2532 20.5737 15.9725 0.000
C 13.0015 15.3973 21.6039 0.000
C 15.8307 13.0356 11.8799 -0.004
C 15.9046 14.0135 9.7148 -0.005
C 10.7618 7.5530 14.4988 -0.022
C 16.2769 12.9639 10.5657 0.009
H 17.0363 12.2414 10.1467 0.001
H 17.4683 13.5384 8.1932 0.000
C 16.5512 11.0734 16.9071 0.011
H 8.9136 6.9845 15.3354 0.008
C 8.1246 9.3723 16.3769 0.260
C 12.3434 20.0906 15.1094 -0.002
H 12.0261 21.1281 15.0505 0.000
C 13.7805 16.0375 15.0146 -0.042
C 11.7850 15.4878 13.7022 0.008
H 15.6616 7.8233 16.0590 0.000
C 15.0456 15.6288 15.7633 0.286
H 10.4452 19.2356 14.3650 0.000
C 17.5469 16.5603 13.1706 -0.022
H 15.6965 11.7071 17.2597 0.000
C 16.2946 8.5520 16.6718 0.003
H 13.5198 15.5400 11.5742 0.000
C 10.1936 10.1128 15.4440 0.120
C 18.7631 16.4035 13.9010 0.292
H 18.3581 15.0535 17.7246 -0.009
C 8.6858 11.7519 16.4532 0.132
H 10.3103 17.0551 13.4537 0.000
H 13.0827 14.8741 22.5561 0.000
H 12.8743 18.6325 20.4869 0.000
Cl 8.2780 13.3516 16.9508 0.042
C 16.3910 8.6968 13.6129 0.001
H 13.5152 17.3940 18.2860 -0.006
O 12.4561 12.8650 13.0404 0.075
H 17.2318 11.6518 16.3356 -0.005
C 7.7573 10.7302 16.5764 -0.083
N 15.2400 9.5219 13.9468 0.014
H 15.9024 8.5319 17.7068 0.000
C 11.4886 19.0649 14.7048 0.007
H 15.0285 18.2241 16.0593 0.001
C 14.0795 18.4639 15.5853 0.015
C 16.3012 15.8383 15.0961 0.101
H 15.4519 16.4625 13.1534 0.076
C 14.4474 9.8987 12.8267 0.114
C 15.1308 10.1488 15.1283 0.061
H 17.3750 9.1882 13.8276 0.000
H 13.4939 10.3917 13.3202 -0.059
H 16.4828 7.7928 14.1746 0.000
S 13.8688 13.5553 13.7159 0.027
Ru 12.4950 11.5421 14.3558 1.641
H 14.2079 9.0382 12.1515 0.001
C 14.3422 14.9186 11.3443 -0.011
H 14.7125 15.7712 9.3800 0.001
H 19.7352 16.5328 13.3851 0.017
H 6.7776 10.9710 16.9517 0.001
C 17.4841 15.6613 15.8753 -0.099
H 12.9742 13.6039 20.3644 0.000
```

---

ORCA calculation (the ωB97M-V functional and the def2-TZVPD basis) on a structure of composition C16H21AsF6N4O5SW in a non-equilibrium geometry.

Its expectation value of S² is 0.774. The spin multiplicity is 2. As for the net charge: +3. The relative energy (zero: lowest compared OMol25 entry of this formula, charge and spin) comes out at 49.5 kcal per mole. The lowest unoccupied orbital energy (spin up / spin down) comes out at -10.80 / -12.04 eV. The total energy is -4516.93201 a.u.

The geometry in XYZ format:
```
55
Properties=species:S:1:pos:R:3:mulliken_spin:R:1
H 4.8968 -2.3421 1.5716 0.004
F -3.6816 2.1378 -1.6693 0.000
C 2.0928 -1.2026 -0.0207 0.160
C 2.8987 -1.8333 0.9989 0.136
H 0.5520 1.2030 -5.1591 0.000
C -0.5129 0.0863 -3.6567 -0.001
C 4.2595 -1.8733 0.8339 -0.030
H 1.8440 0.4367 5.7491 0.000
H -1.6309 1.6353 -6.3838 0.000
H -0.2685 3.4596 3.5795 0.000
N -1.5439 1.4736 -5.3754 0.000
H -0.3214 -0.2138 -5.7756 0.000
H -3.6923 -3.7128 -2.0272 0.000
H -3.4574 -2.0266 -2.5520 0.000
H 5.8616 -1.3145 -0.5075 0.004
H -2.4098 1.0386 -5.0341 0.000
H 1.3564 -1.2070 3.9690 0.000
C -1.8994 -2.7533 -1.3477 -0.004
H -1.4763 2.3886 -4.9161 0.000
C 0.2607 0.2264 2.7737 0.014
N 2.6160 -0.6878 -1.1525 0.033
O -1.6719 -0.0063 -3.1861 0.000
W -0.7590 0.0197 -1.1546 -0.003
C 1.2960 0.7364 4.8658 0.006
F -4.5999 3.7909 -0.0182 0.000
C 1.0409 -0.1761 3.8736 0.000
H -2.4955 -3.3138 -3.2815 0.000
F -2.5945 -0.1686 -0.9723 0.000
C -2.9615 -2.9776 -2.3537 0.000
H 1.1090 2.5989 6.8204 0.000
H -0.7166 1.8566 1.7409 0.001
F 0.4472 1.1348 -0.2030 0.005
H 2.2193 3.3623 5.7035 0.001
C -0.3561 0.6109 -5.0624 0.000
H -1.1863 -3.2056 0.4928 -0.001
S 0.0004 -0.9018 1.5425 -0.008
As -3.8899 2.2522 0.0488 0.000
H -2.6335 -4.0416 0.0114 0.000
C 0.8433 2.0602 4.7601 0.008
H 2.4162 -2.2927 1.8518 0.011
C 3.9138 -0.7349 -1.2881 0.139
C 0.1014 2.4448 3.6393 0.000
N -1.9035 -3.3762 -0.2094 0.001
O -1.2171 -0.3545 0.7947 0.006
F -0.8000 1.7380 -1.9118 -0.001
C -0.1583 1.5620 2.6187 0.000
C 1.1800 3.0481 5.8311 0.000
H 0.5529 3.9343 5.7867 0.000
C 4.7956 -1.3129 -0.3208 0.253
N 0.7411 -1.1855 0.0769 0.255
O -0.1252 -2.2246 2.0778 0.005
H 4.3273 -0.3009 -2.1916 0.003
O 0.4431 -0.2280 -2.8757 -0.001
O -0.8952 -1.9586 -1.6334 0.001
F -2.2074 2.6916 0.2276 0.000
```

---

ORCA calculation (the ωB97M-V functional and the def2-TZVPD basis) on a structure of composition C19H14Cl2FeN6 in a non-equilibrium geometry.

Its expectation value of S² is 0.771. The spin multiplicity is 2. As for the net charge: +3. The lowest unoccupied orbital energy (spin up / spin down) comes out at -10.57 / -13.68 eV. The total energy is -3243.95291 a.u.

The geometry in XYZ format:
```
42
Properties=species:S:1:pos:R:3:mulliken_spin:R:1
C -0.1511 0.6659 -0.9559 -0.005
C 0.9153 4.0286 3.7969 0.000
C -0.3364 2.7425 -2.3901 0.000
C -1.4356 -3.7808 -2.2651 0.240
C 0.8056 -1.2527 4.7659 0.000
Cl 2.1507 3.1797 2.8083 0.000
C 0.1153 4.1791 -0.1931 0.000
C -0.1867 -3.6756 -4.7486 0.294
H 0.9307 5.0864 3.5642 0.000
C 0.3545 -1.1081 2.1326 0.000
C -0.0935 4.7868 -1.4267 0.000
Cl -0.6711 3.3336 3.3262 0.000
H 0.8104 0.9033 4.6701 0.000
C 0.0359 -2.6548 -3.8057 0.239
H 0.2613 -3.7206 -5.7349 0.001
C -0.1255 -1.9663 -0.2136 0.005
H -0.5257 2.1789 -3.2943 0.000
C -0.3549 -1.6379 -1.5475 0.053
C 0.0884 -0.9416 0.6927 -0.005
C -1.6497 -4.7889 -3.2232 0.293
C -0.1369 2.1228 -1.1786 0.001
N 0.4868 0.0437 2.8095 0.000
H -0.0857 -2.9990 0.1032 -0.003
N 0.0622 0.3320 0.3128 -0.006
N 0.0977 2.8510 -0.0753 0.001
C 0.4726 -2.3139 2.7837 0.000
C 0.7087 -0.0233 4.1227 0.000
H 0.3909 -3.2561 2.2576 0.000
H -0.5489 -0.0144 -2.9532 -0.003
H 1.0980 3.8355 4.8469 0.000
C -0.5900 -2.7149 -2.5622 -0.024
H 0.7233 -1.8604 -4.0715 0.003
H -1.9693 -3.8544 -1.3249 0.003
H -0.0828 5.8646 -1.5268 0.000
N -0.3108 4.0703 -2.5228 0.000
N 0.6994 -2.3940 4.0965 0.000
Fe 0.4286 1.8649 1.7557 0.000
H 0.9743 -1.3123 5.8335 0.000
H 0.2986 4.7668 0.6955 0.000
C -0.3617 -0.2983 -1.9270 0.005
H -2.2933 -5.6507 -3.0878 0.001
N -0.9996 -4.6174 -4.3454 -0.094
```